(1)
C5H8S as an isolated structure. Source: the Open Molecules 2025 dataset; level of theory: ωB97M-V/def2-TZVPD.

Computed properties:
HOMO: -8.990 eV
strongest force on any atom: 4.82 eV/A

```
14
C5H8S (ωB97M-V/def2-TZVPD)
C 0.69 0.93 -1.09
C 0.00 -0.10 -0.15
C 0.29 0.12 1.26
C -1.45 -0.49 -0.30
C -2.61 -0.81 -0.35
H 1.95 0.40 -1.05
H 0.03 0.80 -2.06
H 0.59 2.14 -0.67
H 1.31 0.73 1.41
H 0.46 -0.88 1.72
H -0.49 0.78 1.46
H 1.86 -0.89 0.21
H -3.54 -1.04 -0.01
S 0.90 -1.69 -0.37
```

Löwdin population analysis, charges in e, atoms 1 to 4:
1 C -0.132
2 C -0.956
3 C -0.209
4 C -0.148

(2)
A 2-piece molecular cluster, C5H8S overall. Source: the Open Molecules 2025 dataset; level of theory: ωB97M-V/def2-TZVPD.

Computed properties:
HOMO: -7.488 eV
strongest force on any atom: 3.84 eV/A

```
14
C5H8S (ωB97M-V/def2-TZVPD)
C 0.60 -1.07 -1.40
C -0.70 -0.84 -1.18
C 0.92 0.33 0.50
C -1.89 1.23 2.17
C 1.65 -0.21 -0.69
S -0.71 0.28 0.21
H 1.01 -1.80 -2.03
H -1.68 -1.32 -1.38
H 1.40 1.15 1.19
H -2.65 0.46 2.32
H -1.10 0.84 2.86
H 2.34 -0.99 -0.51
H 2.15 0.46 -1.29
H -1.32 1.49 -0.77
```

Löwdin population analysis, charges in e, atoms 1 to 4:
1 C -0.152
2 C -0.293
3 C -0.456
4 C -0.026

(3)
A 2-piece molecular cluster, C5H8S2 overall. Source: the Open Molecules 2025 dataset; level of theory: ωB97M-V/def2-TZVPD.

Computed properties:
HOMO (spin up / spin down): -7.751 / -7.787 eV
strongest force on any atom: 4.26 eV/A

```
15
C5H8S2 (ωB97M-V/def2-TZVPD)
C -2.55 0.09 -0.28
C 0.65 0.88 1.10
C 0.03 -0.36 0.69
C 0.99 0.34 -0.33
C 2.23 -0.39 -0.65
S -2.45 1.63 -0.71
S -3.47 -1.22 0.04
H 0.21 1.87 1.25
H 1.45 0.85 1.76
H -0.20 -1.38 0.99
H 0.38 0.83 -1.29
H 2.53 -0.87 0.21
H 2.98 0.16 -1.13
H 1.95 -1.22 -1.28
H -4.74 -1.22 -0.37
```

Löwdin population analysis, charges in e, atoms 1 to 4:
1 C -1.196
2 C -0.160
3 C -0.055
4 C -0.311

(4)
C5H8S2 as an isolated structure. Source: the Open Molecules 2025 dataset; level of theory: ωB97M-V/def2-TZVPD.

Computed properties:
HOMO: -8.445 eV
strongest force on any atom: 5.06 eV/A

```
15
C5H8S2 (ωB97M-V/def2-TZVPD)
C -0.98 -0.37 0.15
C -0.07 0.83 0.97
C 1.35 0.30 0.71
C 1.24 -0.47 -0.67
C -0.23 0.02 -1.10
H -3.27 -0.88 0.19
H -0.97 -1.33 0.41
H -0.41 1.21 1.97
H 2.14 1.08 0.75
H 1.79 -0.33 1.59
H 0.94 -1.57 -0.63
H 1.98 -0.47 -1.55
H -0.45 -0.09 -2.29
S -2.66 0.25 0.00
S -0.39 1.83 -0.51
```

Löwdin population analysis, charges in e, atoms 1 to 4:
1 C -0.678
2 C -0.490
3 C -0.254
4 C -0.181

(5)
C5H8S3 as an isolated structure. Source: the Open Molecules 2025 dataset; level of theory: ωB97M-V/def2-TZVPD.

Computed properties:
HOMO: -8.766 eV
strongest force on any atom: 2.61 eV/A

```
16
C5H8S3 (ωB97M-V/def2-TZVPD)
C 0.24 -0.88 -0.79
C 0.23 0.74 -0.78
C -1.22 1.03 -0.33
C -2.00 -0.12 -0.95
C -1.15 -1.10 -0.19
H 1.80 -0.66 0.90
H 0.26 -1.28 -1.79
H 0.32 1.06 -1.82
H 0.66 2.56 0.58
H -1.69 2.00 -0.36
H -2.00 -0.09 -2.08
H -3.03 -0.14 -0.65
H -1.56 -2.09 -0.06
S 1.53 -1.74 0.15
S 1.53 1.71 0.05
S -1.27 0.07 1.26
```

Löwdin population analysis, charges in e, atoms 1 to 4:
1 C -0.671
2 C -0.682
3 C -0.518
4 C -0.283

(6)
C5H8S3 as an isolated structure. Source: the Open Molecules 2025 dataset; level of theory: ωB97M-V/def2-TZVPD.

Computed properties:
HOMO: -8.705 eV
strongest force on any atom: 6.94 eV/A

```
16
C5H8S3 (ωB97M-V/def2-TZVPD)
C 1.13 -0.45 -0.35
C 0.91 -0.06 1.04
C -0.57 0.53 1.00
C -0.14 0.14 -1.06
C -1.09 -0.44 0.03
H 2.54 1.15 -0.68
H 1.01 -1.51 -0.28
H 1.53 0.65 1.47
H 0.62 -0.97 1.74
H -1.29 0.94 1.70
H -0.39 -0.01 -2.07
H -0.81 -1.43 0.42
H -2.78 0.52 -1.44
S 2.80 -0.23 -0.64
S -0.57 1.78 -0.42
S -2.90 -0.59 -0.49
```

Löwdin population analysis, charges in e, atoms 1 to 4:
1 C -0.826
2 C -0.260
3 C -0.450
4 C -0.500

(7)
C5H9AgO3 as an isolated structure. Source: the Open Molecules 2025 dataset; level of theory: ωB97M-V/def2-TZVPD.

Computed properties:
spin multiplicity: 2
HOMO (spin up / spin down): -1.833 / -5.019 eV
charge: -1
strongest force on any atom: 1.57 eV/A

```
18
C5H9AgO3 (ωB97M-V/def2-TZVPD)
O 1.56 1.21 0.28
Ag 3.42 1.16 1.85
O 1.78 -0.52 1.59
C 1.09 -0.04 0.66
C 0.88 1.93 -0.75
C 1.70 3.16 -1.08
H 0.76 1.28 -1.63
H -0.12 2.21 -0.39
H 2.66 2.88 -1.55
H 1.15 3.79 -1.79
H 1.91 3.75 -0.18
O 0.17 -0.55 0.01
C -2.55 -3.09 1.03
C -3.11 -3.65 -0.04
H -2.56 -3.59 2.00
H -3.01 -3.21 -1.03
H -3.61 -4.62 0.02
H -2.12 -2.08 1.00
```

Löwdin population analysis, charges in e, atoms 1 to 4:
1 O -0.206
2 Ag 0.136
3 O -0.156
4 C -0.808

(8)
One molecule with the formula C5H9B. Source: the Open Molecules 2025 dataset; level of theory: ωB97M-V/def2-TZVPD.

Computed properties:
HOMO: -9.212 eV
strongest force on any atom: 3.21 eV/A

```
15
C5H9B (ωB97M-V/def2-TZVPD)
C -1.60 0.87 -0.84
B -0.33 -0.04 -0.36
C -0.73 -1.40 0.26
C 1.02 0.71 -0.09
C 1.89 0.33 1.16
C 2.27 -0.09 0.00
H -1.21 1.81 -1.29
H -2.25 0.93 0.12
H -2.31 0.34 -1.58
H 0.14 -1.85 0.83
H -1.26 -2.12 -0.42
H -1.51 -1.04 0.95
H 1.20 1.75 -0.39
H 1.88 0.59 2.17
H 2.80 -0.79 -0.52
```

Löwdin population analysis, charges in e, atoms 1 to 4:
1 C -0.066
2 B -0.376
3 C -0.047
4 C -0.177

(9)
C5H9BF2NO2SbSe4W as an isolated structure. Source: the Open Molecules 2025 dataset; level of theory: ωB97M-V/def2-TZVPD.

Computed properties:
HOMO (spin up / spin down): -7.665 / -7.665 eV
strongest force on any atom: 0.59 eV/A

```
26
C5H9BF2NO2SbSe4W (ωB97M-V/def2-TZVPD)
W 1.07 2.29 -0.64
Se 4.48 3.91 -0.01
Sb 3.31 1.88 0.72
Se 2.23 0.55 -1.75
Se 0.47 2.80 1.56
Se 4.11 0.26 2.18
O -2.70 0.10 -1.13
C -1.49 0.27 -0.92
O -0.87 1.36 -1.01
C -0.68 -1.01 -0.63
N -1.70 -2.12 -0.73
C -1.84 -2.77 0.61
C -1.31 -1.72 1.57
C -0.15 -1.11 0.80
H 0.09 -1.13 -1.39
H -1.50 -2.78 -1.48
H -2.55 -1.52 -0.98
H -1.22 -3.67 0.62
H -2.88 -3.05 0.76
H -1.01 -2.16 2.52
H -2.08 -0.97 1.76
H 0.73 -1.75 0.83
H 0.15 -0.13 1.18
F 0.27 3.45 -1.88
B 2.64 3.98 -0.90
F 2.43 5.03 -1.66
```

Löwdin population analysis, charges in e, atoms 1 to 4:
1 W 0.575
2 Se 0.524
3 Sb 0.197
4 Se 0.131

(10)
One molecule with the formula C5H9Br. Source: the Open Molecules 2025 dataset; level of theory: ωB97M-V/def2-TZVPD.

Computed properties:
HOMO: -9.894 eV
strongest force on any atom: 6.88 eV/A

```
15
C5H9Br (ωB97M-V/def2-TZVPD)
C 1.21 -1.86 0.44
C 0.18 -1.39 -0.15
C -0.54 0.20 0.06
C -0.32 1.01 -1.25
C -0.16 0.96 1.29
Br -2.55 -0.13 0.06
H 1.47 -2.79 -0.08
H 1.91 -1.13 0.86
H -0.42 -1.97 -0.80
H -0.91 2.03 -1.32
H 0.73 1.24 -1.48
H -0.70 0.48 -2.25
H 0.93 0.50 1.43
H -0.04 2.00 0.97
H -0.79 0.86 2.21
```

Löwdin population analysis, charges in e, atoms 1 to 4:
1 C -0.032
2 C -0.162
3 C -0.803
4 C -0.202

(11)
C5H9Br2P as an isolated structure. Source: the Open Molecules 2025 dataset; level of theory: ωB97M-V/def2-TZVPD.

Computed properties:
HOMO: -8.685 eV
strongest force on any atom: 4.65 eV/A

```
17
C5H9Br2P (ωB97M-V/def2-TZVPD)
C -1.25 -0.55 0.77
C 1.13 0.85 0.26
C 0.33 -1.49 0.03
C 1.30 -0.59 0.69
C -1.39 1.38 -1.17
P -0.75 1.20 0.58
Br 0.25 -3.34 0.40
Br 3.13 -1.06 -0.02
H -2.16 -0.66 0.20
H -1.26 -0.75 1.85
H 1.79 1.55 0.96
H 1.44 1.00 -0.81
H 0.37 -1.21 -1.03
H 1.51 -0.76 1.69
H -0.60 2.00 -1.65
H -2.32 1.98 -1.15
H -1.51 0.46 -1.62
```

Löwdin population analysis, charges in e, atoms 1 to 4:
1 C -0.301
2 C -0.429
3 C -0.773
4 C -0.819

(12)
A 3-piece molecular cluster, C5H9Br4Cl3 overall. Source: the Open Molecules 2025 dataset; level of theory: ωB97M-V/def2-TZVPD.

Computed properties:
spin multiplicity: 2
HOMO (spin up / spin down): -13.163 / -13.158 eV
charge: +1
strongest force on any atom: 1.69 eV/A

```
21
C5H9Br4Cl3 (ωB97M-V/def2-TZVPD)
Br 1.73 1.61 1.22
C 0.54 -0.02 1.42
C 0.12 -0.34 0.02
Br -0.41 -2.22 -0.04
H -0.32 0.20 2.06
H 1.14 -0.78 1.91
H 0.84 -0.36 -0.79
H -0.73 0.30 -0.21
Br -0.93 3.50 0.02
C -0.99 3.60 -1.89
C -1.19 2.23 -2.61
Br -2.83 1.23 -1.96
H -0.10 4.14 -2.23
H -1.77 4.35 -2.03
H -0.33 1.57 -2.49
H -1.24 2.36 -3.69
C 1.20 -4.18 2.33
Cl 0.33 -5.19 1.21
Cl 2.49 -3.25 1.44
Cl 1.95 -5.24 3.58
H 0.49 -3.47 2.75
```

Löwdin population analysis, charges in e, atoms 1 to 4:
1 Br 0.833
2 C -0.545
3 C -0.717
4 Br 0.700